ORCA calculation (the ωB97M-V functional and the def2-TZVPD basis) on a molecular structure, C41H88NO34S10Sn at a distorted geometry.

Last column: Löwdin charge in e.
Cartesian coordinates (Å):
Sn 1.1339 -2.7859 2.0751  1.830
S 3.1142 5.8828 0.0251  0.687
S -1.1255 -6.2533 0.1490  0.721
S 1.8682 -0.9063 6.0386  0.707
S 0.9184 2.8227 -5.3359  0.700
S -0.3310 4.0043 4.8099  0.698
S -3.0657 -2.8855 0.1089  0.697
S 3.4916 0.6781 0.7988  0.676
S 2.1292 -2.9117 -2.2843  0.694
S 1.1786 -4.0806 -8.2263  0.692
S -2.1670 -3.6073 5.2013  0.655
O 2.9188 -0.6846 0.7621  -0.408
O 0.0815 0.1873 1.6303  -0.095
O -2.0909 -2.7689 1.2122  -0.393
O 4.1970 5.1604 0.6771  -0.314
O 2.2815 -3.1261 -8.4859  -0.307
O 0.2069 -3.4936 -6.9892  -0.247
O 0.8461 3.4536 4.0441  -0.355
O 3.3532 1.6872 -0.2261  -0.274
O -2.1526 -6.4157 -0.9620  -0.285
O 0.1733 1.8166 0.1859  0.008
O -1.6710 -3.6839 6.5347  -0.253
O 0.9277 -2.5652 -3.0371  -0.278
O 3.3846 -0.3859 6.4912  -0.249
O -0.0700 4.7464 6.0026  -0.275
O -4.0864 -1.5446 0.2520  -0.257
O 1.9491 -1.7399 4.8155  -0.433
O 0.9258 0.1986 6.0948  -0.275
O 0.0369 -7.3150 -0.2417  -0.244
O 0.2633 -0.2125 -0.4653  -0.040
O 2.8743 -4.2397 -3.0184  -0.250
O -1.4036 -3.0548 4.1089  -0.369
O -0.3153 2.5847 -6.0745  -0.256
O -0.5404 -4.9519 0.5085  -0.417
O 3.0374 5.5812 -1.6475  -0.261
O 1.2427 1.4839 -4.4272  -0.213
O 2.1117 -3.1687 -0.8547  -0.394
O 0.6112 3.7400 -4.0185  -0.203
O 5.0789 0.4503 1.2606  -0.280
O 2.0431 3.3978 -6.0551  -0.235
O 2.9725 7.3074 0.3197  -0.292
O -1.2498 2.6857 5.1995  -0.272
O -3.5674 -2.7459 5.1396  -0.254
O 1.4610 -5.4884 -7.9749  -0.301
O -3.9432 -4.0556 0.0018  -0.286
N 0.1525 0.6025 0.4465  -0.595
C -4.2976 1.9661 -4.4135  -0.097
C 0.0970 -3.9532 -9.6730  -0.107
C 4.4603 5.1951 -3.6107  -0.044
C 2.8916 1.5224 2.2671  -0.106
C -1.4579 4.9791 3.5951  -0.063
C 4.0990 4.7468 -2.1847  -0.279
C -3.6991 4.9185 0.6549  -0.117
C 1.5085 5.1399 0.4609  -0.097
C 1.1819 -7.5134 0.4922  -0.309
C -2.6325 7.3701 0.5287  -0.096
C 3.5615 0.8949 6.9739  -0.282
C 3.8919 1.9286 5.8435  -0.049
C 2.6951 -4.4537 -4.3878  -0.307
C 6.9672 1.3555 2.4403  -0.042
C -3.4887 -0.2447 0.1333  -0.264
C -1.7727 -7.1111 1.6586  -0.074
C -5.5137 2.5726 -4.0708  -0.074
C 1.4954 -1.9403 7.5545  -0.041
C 1.7854 -5.6463 -4.6027  -0.059
C -3.7014 7.2025 1.4039  -0.078
C -4.2194 0.6743 1.1155  -0.049
C -4.3146 4.5429 -3.1766  -0.102
C 1.0814 1.7171 -3.0140  -0.163
C -2.9013 -5.3004 4.7175  -0.057
C 5.9714 1.5586 1.2970  -0.258
C 3.5169 -1.7419 -2.6055  -0.076
C -0.8673 -1.6387 -5.9521  -0.048
C -3.1290 3.8718 -3.3835  -0.100
C -5.5012 3.8837 -3.4866  -0.072
C -3.1208 2.6166 -4.0542  -0.076
C -1.3325 1.6106 4.2316  -0.256
C -2.2754 0.4901 4.7683  -0.049
C -5.6285 -2.6358 4.0351  -0.025
C -4.2204 5.9050 1.4795  -0.098
C -2.2480 -2.5067 -1.5233  -0.061
C -4.0796 -2.3810 3.8820  -0.289
C -2.0913 6.3870 -0.3026  -0.073
C 0.2549 -2.1053 -6.8501  -0.332
C 0.4027 3.0625 -2.7608  -0.154
C -2.6604 5.0884 -0.2241  -0.096
C 2.1299 -8.5378 -0.1701  -0.038
H 0.1731 -1.5819 -7.8027  0.114
H 6.4712 1.3611 0.3487  0.123
H 1.2107 -1.7775 -6.4413  0.112
H -0.9760 -7.1577 2.4010  0.061
H -1.7692 -1.5308 -1.4437  0.049
H 3.4275 2.4501 2.4677  0.085
H 4.6976 1.5815 5.1967  0.065
H -0.3419 1.1558 4.2323  0.076
H -2.2503 4.4068 -3.0548  0.081
H -0.7785 -4.6003 -9.6192  0.077
H -2.3350 8.3921 0.3455  0.101
H -1.0985 4.7395 2.5943  0.043
H 0.8210 5.7846 -0.0866  0.050
H 2.6700 1.3840 7.3664  0.116
H -0.0449 -2.8733 -9.7135  0.060
H 0.6386 -2.5108 7.1961  0.051
H 0.8271 -5.3683 -4.1640  0.077
H -1.8683 0.1952 5.7355  0.076
H -5.8271 -3.6930 4.2112  0.074
H 0.8885 3.6476 -1.9800  0.098
H -2.4415 -0.1287 0.4125  0.101
H -4.0021 0.4045 2.1489  0.053
H 2.4533 -2.3193 7.9109  0.075
H -3.0368 -2.5362 -2.2750  0.083
H 4.3776 0.8688 7.6960  0.131
H -4.0091 7.9693 2.0994  0.105
H 4.4108 -2.0692 -2.0744  0.079
H 0.5436 0.8765 -2.5756  0.107
H 6.6866 0.5310 3.0957  0.080
H 1.4558 4.1475 0.0132  0.036
H 1.6380 -9.5031 -0.2905  0.084
H -3.8881 -1.4016 3.4437  0.086
H 3.5153 5.0776 -4.1410  0.065
H 3.8241 -1.7470 -3.6513  0.074
H -1.2024 -2.4538 -5.3106  0.075
H -3.3388 -5.2263 3.7219  0.049
H 7.9761 1.1316 2.0938  0.077
H -2.5052 4.7282 3.7631  0.062
H -5.0253 5.8046 2.1925  0.104
H 1.3816 5.1723 1.5430  0.069
H 3.2190 -0.7076 -2.4336  0.058
H -1.5515 -3.3331 -1.6648  0.054
H -3.5563 -5.7107 5.4861  0.081
H 7.0192 2.3421 2.9007  0.081
H 3.7864 3.7028 -2.1634  0.098
H -1.9962 -5.8925 4.5822  0.048
H -0.5248 -0.8518 -5.2802  0.071
H -1.6553 1.9486 3.2470  0.111
H 5.0014 4.8157 -1.5773  0.103
H -2.2609 -7.9865 1.2300  0.084
H 1.7158 -6.6115 0.7917  0.112
H -4.2584 5.5422 -2.7708  0.104
H -6.4112 2.0484 -4.3642  0.093
H 2.1057 -6.5859 -4.1525  0.082
H 1.5439 -5.7884 -5.6561  0.053
H 5.3971 2.4833 1.2406  0.105
H 0.8617 -7.9501 1.4382  0.104
H -4.2466 1.0467 -4.9779  0.097
H -2.1686 2.1754 -4.3092  0.074
H -3.7389 0.1457 -0.8531  0.125
H -1.7005 -1.4033 -6.6143  0.084
H 3.0890 -8.7767 0.2894  0.083
H -1.3769 6.5505 -1.0959  0.100
H 3.6159 -4.8356 -4.8288  0.129
H 3.0813 2.0834 5.1315  0.046
H 0.5947 -4.2605 -10.5928  0.077
H -2.2058 -0.4248 4.1799  0.044
H 2.9068 0.7402 3.0261  0.063
H -1.2219 6.0284 3.7727  0.065
H -5.3031 0.5585 1.1313  0.085
H 4.1680 2.9092 6.2312  0.088
H 2.4576 -8.1699 -1.1424  0.076
H 4.8365 6.2124 -3.5025  0.086
H -6.2146 -2.2344 3.2085  0.078
H -4.2864 4.0145 0.7203  0.086
H -2.2850 4.2809 -0.8352  0.080
H 1.8873 1.8931 2.0620  0.046
H 5.2014 4.5401 -4.0689  0.085
H 2.0689 1.7528 -2.5539  0.103
H -3.3291 0.7638 4.8219  0.083
H 2.4033 -3.6161 -5.0213  0.112
H -2.5630 -6.5472 2.1541  0.046
H -3.6787 -2.9968 3.0769  0.075
H 1.2751 -1.0957 8.2074  0.071
H -6.4764 4.3199 -3.3282  0.094
H -4.0671 1.7433 0.9662  0.063
H -5.9729 -2.0476 4.8858  0.078
H -0.5586 2.9637 -2.2566  0.102

As for the HOMO energy: -10.52 eV. As for the net charge: +1. The value obtained for the gap between HOMO and LUMO is 4.8 eV.